Entry 1:
{"formula": "C5H10O2", "method": "wB97M-V/def2-TZVPD", "homo_lumo_gap_ev": 8.9, "spin_multiplicity": 1, "total_energy_ha": -346.91269, "e_homo_ha": -0.30756, "e_lumo_ev": 0.5, "e_above_lowest_kcal_mol": 70.7, "species": ["C", "C", "C", "O", "C", "C", "H", "H", "H", "H", "H", "H", "H", "H", "O", "H", "H"], "xyz": [[-0.1294, 2.4267, 0.6072], [0.7275, 1.4568, 0.2231], [0.4622, -0.0129, 0.2229], [1.5488, -0.7394, -0.2230], [-0.5280, -0.5623, 0.9426], [-0.7476, -2.0365, 1.0326], [-0.8426, 2.3866, 1.4141], [0.1230, 3.3747, 0.1479], [1.6785, 1.7194, -0.2331], [1.4862, -1.0479, -1.1289], [-0.9531, 0.0993, 1.6905], [-1.0553, -2.3502, 2.0214], [0.1707, -2.5111, 0.6824], [-1.6011, -2.2850, 0.3833], [0.0324, -0.3416, -2.6043], [-0.4465, 0.1274, -3.3059], [0.0743, 0.2962, -1.8727]]}

Entry 2:
{"formula": "C3H6NO4", "method": "wB97M-V/def2-TZVPD", "homo_lumo_gap_ev": 4.2, "spin_multiplicity": 1, "total_charge": -1, "total_energy_ha": -473.42737, "e_homo_ha": -0.16903, "e_lumo_ev": -0.4, "e_above_lowest_kcal_mol": 218.0, "species": ["C", "N", "C", "C", "O", "O", "O", "H", "H", "H", "H", "H", "H", "O"], "xyz": [[2.7276, -0.1337, 0.2109], [1.4636, -0.2571, 0.4905], [0.3634, 0.1576, -0.4234], [-0.7436, 0.9901, 0.3209], [-1.2582, 1.9406, -0.5203], [-1.5689, -0.0030, 1.0884], [3.4562, -0.5188, -0.7500], [3.3141, 0.2906, 1.0358], [-3.5565, -1.6528, -0.5749], [-0.2045, -0.7467, -0.7005], [0.8114, 0.7291, -1.2978], [-2.0259, -0.6096, 0.5036], [-0.2159, 1.5891, 1.1028], [-2.5629, -1.7755, -0.4861]]}

Entry 3:
{"formula": "C4H8ClNO", "method": "wB97M-V/def2-TZVPD", "homo_lumo_gap_ev": 10.1, "spin_multiplicity": 1, "total_energy_ha": -747.33179, "e_homo_ha": -0.35075, "e_lumo_ev": 0.6, "e_above_lowest_kcal_mol": 41.9, "species": ["C", "C", "N", "Cl", "C", "C", "O", "H", "H", "H", "H", "H", "H", "H", "H"], "xyz": [[1.8889, 0.2374, 0.3384], [1.1571, 0.1895, -0.9556], [-0.1594, -0.2604, -0.7342], [-0.2677, -1.9623, -0.9160], [-1.0115, 0.4603, -0.0044], [-2.1540, -0.3152, 0.6510], [-0.8381, 1.6266, 0.3365], [1.6483, -0.4503, 1.1074], [2.9257, -0.1293, 0.0807], [1.8359, 1.1817, 0.7370], [0.8838, 1.1752, -1.2736], [1.6105, -0.4176, -1.8086], [-1.9979, -1.0715, 1.3624], [-2.8192, 0.3647, 1.2229], [-2.7024, -0.6288, -0.1438]]}

Entry 4:
{"formula": "C3H6O2S", "method": "wB97M-V/def2-TZVPD", "homo_lumo_gap_ev": [6.5, 6.5], "spin_multiplicity": 1, "total_energy_ha": -666.47748, "e_homo_ha": [-0.30966, -0.31012], "e_lumo_ev": [-1.9, -1.9], "e_above_lowest_kcal_mol": 73.1, "species": ["C", "C", "C", "O", "H", "H", "H", "H", "H", "H", "O", "S"], "xyz": [[1.4787, 0.3341, 1.0739], [0.4389, -0.2141, 0.1497], [0.1753, 0.3036, -1.0493], [-0.7550, -0.1395, -1.9168], [1.2003, 1.3270, 1.4260], [1.5985, -0.3146, 1.9367], [2.4418, 0.4222, 0.5707], [-0.1265, -1.0744, 0.4818], [0.7045, 1.1595, -1.4427], [-1.3096, -0.8245, -1.5000], [-2.6893, -1.1274, -0.1610], [-3.1573, 0.1481, 0.4312]]}

Entry 5:
{"formula": "C37H48N2O2PdSe", "method": "wB97M-V/def2-TZVPD", "homo_lumo_gap_ev": [6.7, 5.3], "s2": 2.028, "spin_multiplicity": 3, "total_energy_ha": -4227.99677, "e_homo_ha": [-0.26076, -0.25954], "e_lumo_ev": [-0.4, -1.8], "species": ["Pd", "C", "C", "C", "C", "C", "C", "C", "Se", "C", "C", "C", "C", "C", "C", "O", "C", "C", "C", "C", "C", "C", "C", "C", "C", "O", "C", "C", "C", "C", "C", "C", "H", "H", "H", "H", "H", "H", "H", "H", "H", "H", "H", "H", "H", "H", "H", "H", "H", "H", "H", "H", "H", "H", "H", "H", "H", "H", "H", "H", "H", "H", "H", "H", "H", "H", "H", "H", "H", "H", "H", "H", "N", "C", "C", "C", "C", "C", "C", "C", "C", "N", "C", "H", "H", "H", "H", "H", "H", "H", "H"], "xyz": [[0.1353, 0.0556, -0.2529], [6.1282, -1.2157, 3.5580], [5.1757, -0.3853, 4.4301], [5.1069, -1.0327, 5.8145], [5.7417, 1.0326, 4.5931], [3.8088, -0.3074, 3.7495], [3.6912, 0.2781, 2.5153], [2.4553, 0.3447, 1.8564], [2.3363, 1.0666, 0.1565], [0.8000, -1.7950, -0.1605], [1.9363, -2.4551, 0.2240], [1.8227, -3.8282, 0.4730], [0.5722, -4.4201, 0.3078], [-0.5987, -3.7509, -0.0715], [-0.4570, -2.3744, -0.2857], [-1.3942, -1.4315, -0.5394], [-1.9118, -4.5334, -0.1426], [-3.0750, -3.6990, -0.6857], [-2.2853, -5.0160, 1.2661], [-1.7418, -5.7494, -1.0647], [3.0034, -4.6617, 0.9728], [3.2461, -5.8523, 0.0367], [2.6917, -5.1778, 2.3851], [4.2893, -3.8372, 1.0481], [1.2576, -0.1636, 2.4977], [0.1198, -0.0547, 1.9453], [1.3962, -0.8165, 3.7831], [2.6397, -0.8622, 4.3452], [0.1795, -1.4741, 4.4304], [-0.4176, -2.5253, 3.4801], [0.5541, -2.1861, 5.7319], [-0.8793, -0.4114, 4.7633], [7.1148, -1.2666, 4.0243], [6.2444, -0.7796, 2.5651], [5.7541, -2.2339, 3.4364], [6.1030, -1.0332, 6.2603], [4.7685, -2.0692, 5.7623], [4.4422, -0.4845, 6.4850], [6.7226, 0.9905, 5.0716], [5.0831, 1.6430, 5.2139], [5.8576, 1.5337, 3.6320], [4.5596, 0.6800, 2.0076], [2.8736, -1.9326, 0.3490], [0.4880, -5.4805, 0.5194], [-3.2897, -2.8434, -0.0493], [-3.9657, -4.3308, -0.7429], [-2.8598, -3.3184, -1.6849], [-2.4282, -4.1657, 1.9350], [-1.5067, -5.6520, 1.6919], [-3.2154, -5.5898, 1.2349], [-1.4728, -5.4307, -2.0737], [-2.6796, -6.3076, -1.1202], [-0.9685, -6.4315, -0.7102], [2.3729, -6.5034, -0.0190], [4.0891, -6.4507, 0.3917], [3.4709, -5.5058, -0.9738], [1.7812, -5.7791, 2.3993], [2.5518, -4.3395, 3.0729], [3.5132, -5.7952, 2.7583], [4.5759, -3.4471, 0.0694], [5.1054, -4.4654, 1.4125], [4.1830, -2.9940, 1.7348], [2.7512, -1.3634, 5.2934], [0.3324, -3.2653, 3.1896], [-0.8119, -2.0747, 2.5719], [-1.2314, -3.0484, 3.9890], [1.2875, -2.9778, 5.5632], [-0.3412, -2.6483, 6.1504], [0.9504, -1.4955, 6.4798], [-1.2236, 0.0953, 3.8650], [-0.4764, 0.3310, 5.4566], [-1.7384, -0.8892, 5.2402], [-0.4627, 0.2196, -2.5252], [-1.0445, 1.4868, -2.7890], [-1.2754, 1.9509, -4.0550], [-1.8652, 3.2142, -4.2750], [-2.2396, 3.9994, -3.2252], [-1.9953, 3.5649, -1.9007], [-2.3253, 4.3380, -0.7632], [-2.0141, 3.8821, 0.4830], [-1.3429, 2.6497, 0.6056], [-1.0371, 1.9072, -0.4277], [-1.3708, 2.3215, -1.6821], [0.0686, -0.1377, -3.3071], [-1.1282, -0.4924, -2.1903], [-1.0203, 1.3255, -4.9019], [-2.0358, 3.5452, -5.2906], [-2.7124, 4.9598, -3.3862], [-2.8185, 5.2926, -0.9007], [-2.2519, 4.4504, 1.3707], [-1.0380, 2.2655, 1.5726]]}

Entry 6:
{"formula": "C25H35AuIN8OS2", "method": "wB97M-V/def2-TZVPD", "homo_lumo_gap_ev": [8.3, 4.9], "s2": 2.041, "spin_multiplicity": 3, "total_charge": 3, "total_energy_ha": -2715.66660, "e_homo_ha": [-0.58581, -0.58567], "e_lumo_ev": [-7.6, -11.1], "e_above_lowest_kcal_mol": 0.0, "species": ["Au", "C", "C", "C", "N", "N", "C", "N", "S", "H", "H", "H", "H", "H", "H", "H", "I", "C", "C", "C", "C", "C", "N", "H", "H", "H", "H", "C", "N", "C", "C", "S", "N", "C", "C", "H", "H", "H", "H", "H", "H", "H", "H", "H", "H", "H", "H", "C", "N", "N", "C", "O", "C", "C", "C", "C", "C", "C", "C", "C", "C", "H", "H", "H", "H", "H", "H", "H", "H", "H", "H", "H", "H"], "xyz": [[-0.1714, -2.3913, -1.9933], [3.8254, -0.1934, 0.9175], [4.6413, -1.0355, -0.0773], [3.7781, -1.6849, -1.0973], [2.4536, -1.5782, -1.0147], [1.8516, -2.2765, -2.0249], [2.7261, -2.8809, -2.8581], [2.3530, -3.7071, -3.8656], [4.3734, -2.5792, -2.4484], [4.4883, 0.5099, 1.4760], [3.3653, -0.9059, 1.6202], [3.0346, 0.3769, 0.3774], [5.1960, -1.8672, 0.3887], [5.3568, -0.3411, -0.5652], [1.4008, -4.0509, -3.9084], [3.0718, -4.2716, -4.3492], [-1.7048, -5.1910, -1.2926], [-2.8237, -3.4055, -1.6624], [-4.2001, -3.4011, -1.6176], [-4.9084, -2.2270, -1.8798], [-4.1705, -1.0866, -2.2312], [-2.7980, -1.1567, -2.2632], [-2.1615, -2.2807, -1.9607], [-4.7030, -4.2792, -1.3036], [-6.0062, -2.1957, -1.8774], [-4.6137, -0.1448, -2.4942], [-2.1856, -0.2781, -2.4579], [-1.0649, -3.4907, 4.8905], [-0.2789, -3.1788, 3.6851], [0.2239, -4.2932, 2.8890], [-0.4468, -1.9503, 3.0905], [-0.8380, -1.7157, 1.4805], [-0.2771, -0.8776, 3.9876], [-0.9141, 0.3992, 3.6741], [0.8796, -0.8943, 4.8861], [-1.9665, -4.0777, 4.5807], [-1.3588, -2.5809, 5.3981], [-0.4498, -4.1451, 5.5173], [0.6828, -5.0027, 3.6325], [1.0023, -4.0086, 2.1842], [-0.5767, -4.8030, 2.3197], [-1.7425, 0.2638, 2.9820], [-0.2164, 1.1205, 3.2521], [-1.3509, 0.7939, 4.5897], [1.2108, -1.9278, 5.1658], [0.5988, -0.3757, 5.8582], [1.7289, -0.3650, 4.4012], [1.0713, 5.1337, -0.4545], [1.0515, 4.0482, -1.4382], [-0.0378, 3.1352, -1.5071], [0.3601, 1.9985, -2.2195], [-0.3597, 1.0510, -2.5658], [1.7716, 2.1850, -2.4686], [2.1546, 3.3910, -1.9413], [3.4895, 4.0509, -1.9749], [-1.3908, 3.4674, -1.2757], [-1.9823, 4.6915, -1.6328], [-3.3470, 4.7664, -1.7673], [-4.1896, 3.7279, -1.3915], [-3.6039, 2.6162, -0.8176], [-2.2193, 2.4466, -0.7682], [0.2032, 5.1654, 0.2152], [1.1576, 6.0984, -0.9884], [2.0002, 5.0349, 0.1580], [2.4360, 1.4251, -2.8465], [4.2622, 3.3948, -2.4366], [3.8335, 4.3636, -0.9499], [3.4665, 4.9605, -2.6294], [-1.3821, 5.5690, -1.9721], [-3.7896, 5.7372, -2.0656], [-5.2732, 3.8270, -1.4999], [-4.2114, 1.8255, -0.4120], [-1.7857, 1.5221, -0.3517]]}